No. 1
10 unconnected molecules or ions with the total composition C50H126N10O10. Source: the OMol25 dataset; level of theory: the ωB97M-V functional and the def2-TZVPD basis.

Lowest unoccupied orbital energy = 0.018 Ha
HOMO energy = -0.3145 Ha
Energy relative to the best compared isomer or geometry (same formula, charge and spin) = 0.000 eV

Structure (ORCA input):
```
! wB97M-V def2-TZVPD RIJCOSX def2/J DEFGRID3
* xyz 0 1
C -4.76170 2.49448 3.94159
C -3.49377 2.47468 3.13383
C -2.67942 3.73468 3.47424
O -1.57650 3.70560 2.60128
C -0.58741 4.69641 2.87219
N -2.73792 1.29179 3.52095
H -5.43271 1.68178 3.62462
H -5.29488 3.44748 3.82885
H -4.49045 2.42327 4.99143
H -3.78700 2.50307 2.04883
H -2.41296 3.77230 4.54005
H -3.24506 4.60229 3.23343
H -0.27020 4.68953 3.92369
H -0.96347 5.67752 2.55388
H 0.21907 4.44873 2.21764
H -3.28321 0.42512 3.35159
H -1.93028 1.24112 2.91858
C -0.84128 -4.12676 -3.92533
C -1.96445 -3.32479 -4.57263
C -1.47814 -2.29606 -5.57714
O -2.61757 -1.56130 -5.94229
C -2.28041 -0.43836 -6.72886
N -2.98134 -4.16264 -5.12169
H -1.26963 -4.63435 -3.11093
H -0.08727 -3.40528 -3.56807
H -0.33699 -4.76010 -4.66367
H -2.37869 -2.75323 -3.75039
H -1.05659 -2.72387 -6.48583
H -0.75314 -1.64667 -5.08279
H -1.49322 0.12003 -6.24672
H -3.16177 0.19088 -6.65782
H -1.95005 -0.65706 -7.75041
H -3.51395 -3.64268 -5.79499
H -2.55129 -4.91697 -5.66906
C 5.42671 3.06108 -3.84343
C 5.66080 3.75684 -2.47398
C 4.51904 3.51407 -1.54137
O 4.77886 4.32249 -0.41233
C 3.87994 4.01483 0.64057
N 6.87141 3.22085 -1.85143
H 6.31243 3.13819 -4.50719
H 4.60000 3.48557 -4.43872
H 5.25434 1.98662 -3.63791
H 5.77549 4.82289 -2.74675
H 4.49288 2.43731 -1.30684
H 3.59823 3.76667 -2.07298
H 4.14440 4.68091 1.47317
H 3.92376 2.97040 0.96993
H 2.85723 4.19986 0.27168
H 6.93479 3.65148 -0.94287
H 7.69056 3.53490 -2.33720
C -6.14995 -0.67768 -5.31722
C -6.34132 -1.31515 -3.95691
C -5.03866 -1.34322 -3.15085
O -5.33509 -1.86945 -1.89406
C -4.13453 -2.15580 -1.20702
N -7.45957 -0.63158 -3.30882
H -5.46711 -1.18823 -5.97009
H -5.73352 0.30614 -5.01722
H -7.06652 -0.57331 -5.89883
H -6.62623 -2.39287 -4.08539
H -4.60778 -0.35342 -2.99257
H -4.32309 -2.03083 -3.65674
H -3.62673 -1.19393 -0.99604
H -3.46906 -2.79699 -1.79990
H -4.36943 -2.64743 -0.26353
H -7.67971 -1.12161 -2.46297
H -8.27861 -0.60422 -3.86955
C -4.55997 2.28061 -1.37170
C -5.11602 3.03330 -2.62561
C -3.95109 3.11676 -3.66238
O -2.90474 3.90675 -3.05292
C -1.78731 4.09742 -3.88945
N -6.29780 2.44807 -3.19260
H -3.75915 2.90598 -0.94110
H -4.11591 1.25131 -1.60396
H -5.34789 2.13526 -0.63653
H -5.32340 4.06199 -2.40170
H -4.26016 3.55466 -4.59861
H -3.61927 2.06876 -3.84498
H -1.17730 3.18127 -4.00093
H -1.10884 4.78186 -3.38099
H -1.97977 4.37873 -4.89636
H -7.03617 3.11239 -3.29788
H -6.71640 1.68076 -2.63207
C 3.22309 -6.31968 -0.85424
C 2.65078 -5.63923 -2.08793
C 2.18341 -4.28251 -1.68246
O 1.15343 -4.33414 -0.68068
C 0.82494 -3.04463 -0.19978
N 3.67922 -5.55812 -3.17481
H 3.98864 -5.73101 -0.36401
H 3.74901 -7.20927 -1.10821
H 2.44365 -6.65589 -0.15445
H 1.79736 -6.15040 -2.48928
H 1.70913 -3.77325 -2.53297
H 3.09022 -3.68735 -1.46012
H 1.59260 -2.34120 -0.47591
H 0.69609 -3.07724 0.87841
H -0.07743 -2.61864 -0.69426
H 3.30801 -5.03720 -3.95170
H 4.38048 -4.95764 -2.76714
C -1.78678 -2.42889 2.61280
C -2.95465 -2.94291 3.51924
C -4.26723 -3.13463 2.82193
O -4.55133 -1.91013 2.18837
C -5.85334 -1.85950 1.66376
N -2.61498 -4.19627 4.21320
H -0.94112 -1.96526 3.16275
H -2.14797 -1.63918 1.90985
H -1.38529 -3.24750 1.98631
H -3.18832 -2.20820 4.26779
H -4.99823 -3.36770 3.58558
H -4.17195 -3.99844 2.11365
H -6.07658 -2.79802 1.16123
H -5.87318 -0.94769 1.01406
H -6.55309 -1.71103 2.48852
H -1.92777 -4.02286 4.92086
H -2.17499 -4.83224 3.57906
C 6.26718 -0.93144 -2.01523
C 5.43539 -0.34427 -0.86813
C 4.92060 -1.57908 -0.05805
O 3.67383 -1.45197 0.66271
C 3.77316 -1.11294 2.06243
N 6.31374 0.59058 -0.13444
H 7.12181 -1.43928 -1.57076
H 6.68360 -0.13667 -2.66115
H 5.65130 -1.52221 -2.67153
H 4.60262 0.17180 -1.29958
H 5.73168 -1.97218 0.58077
H 4.64482 -2.32253 -0.78195
H 4.49096 -0.29551 2.28145
H 4.05690 -1.99889 2.70305
H 2.72135 -0.89124 2.21792
H 6.47557 1.41436 -0.73096
H 5.89263 0.91060 0.72681
C 1.56176 2.05091 4.17759
C 1.66904 1.29247 5.50124
C 1.05797 -0.06293 5.24853
C 1.43112 -1.05631 6.33122
C 2.92007 -1.10599 6.63999
C 3.57354 0.22070 6.93895
N 3.09510 1.05492 5.74023
O 3.74536 2.32462 5.94544
C 3.34451 0.75532 8.32992
C 5.10831 -0.00002 6.73782
C 0.96771 2.15174 6.61751
H 1.93543 1.43734 3.39404
H 2.02590 3.03370 4.19427
H 0.49998 2.15783 4.02781
H -0.03044 0.08566 5.22264
H 1.30938 -0.34760 4.24312
H 1.14107 -2.05052 6.01795
H 0.78754 -0.77934 7.15808
H 3.35995 -1.49416 5.74126
H 3.21977 -1.80911 7.43969
H 3.91516 1.67694 8.42542
H 2.30334 0.93202 8.51177
H 3.82069 0.06291 9.02873
H 5.43276 -0.90946 7.25302
H 5.27667 -0.19223 5.65443
H 5.61034 0.87678 7.15049
H 0.91252 1.61882 7.59344
H -0.03591 2.54082 6.29856
H 1.65945 2.98650 6.74356
H 4.32475 2.41007 5.16371
C 0.12967 2.41631 0.12087
C 0.08365 0.88441 -0.10320
C -1.27017 0.45292 -0.63434
C -1.49577 0.85918 -2.13565
C -0.43096 0.08946 -2.99323
C 1.00832 0.37700 -2.53235
N 1.07299 0.20197 -1.02555
O 2.32802 0.66902 -0.60229
C 2.01961 -0.54074 -3.15443
C 1.39040 1.78614 -2.92087
C 0.32115 0.20242 1.24297
H -0.18371 2.72465 1.11217
H -0.54009 2.89285 -0.58664
H 1.13120 2.74943 -0.08940
H -1.37941 -0.63014 -0.55850
H -2.04334 0.88428 -0.02585
H -1.44768 1.93758 -2.27830
H -2.50846 0.55139 -2.47662
H -0.46141 0.23262 -4.05740
H -0.59172 -0.99112 -2.75317
H 1.88283 -0.56332 -4.24722
H 3.03663 -0.21580 -2.94962
H 1.86335 -1.61517 -2.88590
H 0.69304 2.51436 -2.60087
H 2.29926 2.02412 -2.42851
H 1.46435 2.01541 -3.97927
H -0.55304 0.40762 1.85531
H 1.20035 0.66509 1.71676
H 0.50740 -0.84984 1.15218
H 2.63866 0.00241 0.00281
*
```

---

No. 2
6 unconnected molecules or ions with the total composition C15H24Br6O9. Source: the OMol25 dataset; level of theory: the ωB97M-V functional and the def2-TZVPD basis.

Lowest unoccupied orbital energy = 0.006 Ha
HOMO energy = -0.3642 Ha

Structure (ORCA input):
```
! wB97M-V def2-TZVPD RIJCOSX def2/J DEFGRID3
* xyz 0 1
Br 8.72655 14.40816 16.81876
C 9.49610 14.31250 18.54378
C 8.50546 14.07848 19.64509
Br 8.14334 12.22370 19.90333
H 9.91884 15.28960 18.76396
H 10.23430 13.52444 18.54440
H 7.52671 14.50802 19.45424
H 8.92017 14.41507 20.58282
Br 10.91125 11.02113 9.78213
C 10.53704 9.04820 10.03175
C 11.79390 8.30801 9.79208
Br 11.23714 6.45075 9.24142
H 9.80607 8.88731 9.25216
H 10.14831 8.90388 11.00779
H 12.35455 8.16831 10.67681
H 12.35814 8.53790 8.90056
Br 6.92749 13.29307 12.35676
C 8.45230 12.90160 13.64083
C 9.33296 12.04612 12.78725
Br 10.85416 11.53342 14.01519
H 8.02166 12.33779 14.42472
H 8.76320 13.90379 13.84426
H 9.73506 12.71573 12.02146
H 9.00108 11.06342 12.42187
C 6.54618 9.34219 11.00236
C 5.07522 9.40362 11.28091
O 4.90536 9.07582 12.67434
C 6.01628 9.43106 13.29446
O 6.12666 9.52225 14.47944
O 6.98521 9.63599 12.38418
H 6.78746 10.26060 10.45394
H 6.96670 8.45096 10.53361
H 4.47762 8.64068 10.73822
H 4.77832 10.39000 10.96810
C 10.19857 18.00803 10.63252
C 11.65584 17.93509 11.09155
O 11.89833 16.56853 11.49756
C 10.71164 16.02565 11.73562
O 10.58022 14.87028 12.03702
O 9.71687 16.84399 11.40252
H 9.97540 17.84946 9.57461
H 9.71039 18.87335 11.07885
H 11.71524 18.63782 11.90412
H 12.32097 18.12019 10.25926
C 7.14909 14.93854 9.02791
C 8.56118 14.34708 9.34423
O 9.40070 15.13424 8.53766
C 8.75616 16.11370 7.95276
O 9.22754 16.97880 7.21546
O 7.50001 16.10414 8.33890
H 6.60721 15.20208 9.91855
H 6.64366 14.30560 8.33754
H 8.60462 13.27999 9.26471
H 8.69946 14.51338 10.39728
*
```

---

No. 3
A molecular structure, C13H23F5IrNOPTe. Source: the OMol25 dataset; level of theory: the ωB97M-V functional and the def2-TZVPD basis.

Expectation value of S² = 8.801
Lowest unoccupied orbital energy (spin up / spin down) = -0.311 / -0.414 Ha
HOMO energy (spin up / spin down) = -0.4627 / -0.6226 Ha
Energy relative to the best compared isomer or geometry (same formula, charge and spin) = 4.610 eV

Structure (ORCA input):
```
! wB97M-V def2-TZVPD RIJCOSX def2/J DEFGRID3
* xyz 2 6
C -0.56151 1.15445 -3.66260
C 0.29238 0.08532 -3.43014
C 0.67657 -0.32036 -2.14709
C 0.09361 0.28719 -1.03177
C -0.82691 1.32962 -1.24573
C -1.07048 1.80531 -2.54521
C 1.64628 -1.43747 -2.01231
C 1.95561 -1.98880 -0.59541
N 2.35557 -0.91935 0.29459
Ir 0.72411 -0.00653 0.85107
C -1.46823 2.02579 -0.08086
P -1.03743 1.29804 1.63020
H 0.75846 -0.45466 -4.25280
H -1.77272 2.61365 -2.73240
H -0.75373 1.46385 -4.69300
H -2.56578 2.01687 -0.23080
H -1.21938 3.10631 -0.09135
H 1.28124 -2.28703 -2.58738
H 2.58011 -1.20051 -2.50797
H 1.09228 -2.54247 -0.22670
C -2.76600 0.70589 2.01302
C -0.91377 2.88574 2.51899
H 2.82029 -2.66016 -0.67028
C 2.93095 -1.27622 1.64432
C 2.34960 1.06656 0.16076
H -0.61851 0.45323 2.84942
H 2.12582 -1.35745 2.39559
H 3.40670 -2.25570 1.50427
H 3.66895 -0.50461 1.96930
H 3.31014 1.11379 0.66445
H 2.47985 1.22648 -0.91637
H 1.64245 1.69315 0.74691
H -1.89075 3.15396 2.95166
H -0.19518 2.76120 3.33426
H -0.59209 3.71721 1.86682
H -3.32755 0.44452 1.09868
H -2.68068 -0.19936 2.63492
H -3.34625 1.46686 2.58183
H 3.24252 -0.65016 -0.24874
F -2.69953 -0.89774 -0.37115
Te -1.94235 -2.53333 0.36648
F -1.02471 -2.64879 -1.33136
F -1.21690 -4.26793 0.79723
F -3.02255 -2.40665 1.99692
F -3.44443 -3.38735 -0.47917
O -0.47607 -1.67235 1.21889
*
```

---

Number 1: calculated total energy -3280.3436 hartree. Number 2: calculated total energy -16707.1947 hartree. Number 3: calculated total energy -1851.1419 hartree.